The following is a DFT calculation (the ωB97M-V functional and the def2-TZVPD basis) of a 7-piece molecular cluster, C60H64F5N2O26S overall at a distorted geometry.

## Properties
Maximum force = 1.07 eV Å⁻¹
Frontier orbital gap = 4.9 eV
HOMO energy = -10.459 eV

ORCA input file:
```
! RIJCOSX wB97M-V def2-TZVPD def2/J DEFGRID3
* xyz 1 1
C -2.138 -4.324 2.889
C -1.166 -3.369 3.580
C -0.894 -2.155 2.692
C 0.297 -1.295 3.167
C 1.389 -1.023 2.107
C 1.643 0.471 1.802
C 1.401 0.937 0.339
C 0.266 0.230 -0.389
C -1.083 0.277 0.336
C -1.959 1.483 -0.088
C -2.367 2.362 1.099
C -3.696 3.112 0.859
C -4.888 2.322 1.420
C -6.168 2.484 0.577
C -7.086 3.582 1.145
C -8.047 3.024 2.214
C -9.468 2.779 1.679
C -9.887 1.285 1.787
C -10.997 0.974 0.842
C -10.873 1.215 -0.536
C -11.948 0.922 -1.357
N -13.080 0.448 -0.855
N -13.259 0.189 0.429
C -12.254 0.426 1.215
S -12.576 0.018 2.947
O -11.522 -0.799 3.444
O -12.913 1.244 3.591
C -14.122 -1.048 2.937
F -14.142 -1.492 4.186
F -15.185 -0.299 2.730
C -14.101 -2.280 1.964
F -12.879 -2.498 1.510
F -14.517 -3.344 2.584
F -14.899 -2.060 0.941
H -1.678 -4.702 1.977
H -2.430 -5.155 3.527
H -3.036 -3.781 2.591
H -0.238 -3.886 3.819
H -1.636 -3.042 4.509
H -1.799 -1.545 2.739
H -0.777 -2.482 1.660
H -0.091 -0.354 3.558
H 0.753 -1.798 4.019
H 2.314 -1.403 2.540
H 1.214 -1.609 1.209
H 2.691 0.671 2.012
H 1.079 1.127 2.459
H 1.146 2.001 0.381
H 2.323 0.881 -0.237
H 0.567 -0.789 -0.635
H 0.149 0.742 -1.345
H -0.921 0.339 1.408
H -1.630 -0.632 0.094
H -2.842 1.140 -0.628
H -1.378 2.102 -0.773
H -2.497 1.752 1.994
H -1.560 3.062 1.310
H -3.618 4.082 1.349
H -3.814 3.269 -0.212
H -4.630 1.271 1.525
H -5.107 2.708 2.416
H -6.717 1.538 0.558
H -5.906 2.706 -0.456
H -7.654 4.058 0.346
H -6.463 4.351 1.596
H -8.116 3.766 3.007
H -7.632 2.119 2.652
H -10.197 3.339 2.263
H -9.553 3.146 0.658
H -10.162 1.108 2.819
H -9.040 0.648 1.531
H -9.957 1.606 -0.950
H -11.902 1.070 -2.426
H -13.870 0.252 -1.459
C 7.071 -0.354 -1.028
C 5.923 -0.111 -0.383
C 5.603 1.242 0.200
O 4.512 1.363 0.731
C 6.579 2.300 0.080
C 7.731 2.061 -0.567
C 8.040 0.714 -1.173
O 9.104 0.596 -1.754
O 8.677 2.963 -0.728
O 4.974 -1.020 -0.209
H 7.310 -1.319 -1.453
H 6.343 3.262 0.513
H 9.398 2.529 -1.223
H 4.255 -0.575 0.284
C 3.791 2.096 -2.820
C 4.788 1.491 -3.481
C 4.532 0.609 -4.676
O 5.503 0.114 -5.219
C 3.160 0.396 -5.098
C 2.163 0.995 -4.435
C 2.420 1.897 -3.258
O 1.455 2.402 -2.713
O 0.881 0.852 -4.750
O 6.067 1.610 -3.150
H 3.961 2.730 -1.960
H 2.990 -0.249 -5.946
H 0.386 1.398 -4.109
H 6.566 1.073 -3.798
C 2.459 5.155 5.550
C 1.919 4.447 4.549
C 0.965 3.307 4.802
O 0.510 2.737 3.825
C 0.651 2.953 6.170
C 1.195 3.659 7.172
C 2.128 4.818 6.921
O 2.555 5.406 7.896
O 0.965 3.408 8.451
O 2.171 4.681 3.269
H 3.141 5.976 5.380
H -0.020 2.123 6.339
H 1.480 4.069 8.955
H 1.661 4.021 2.762
C 11.871 0.344 0.467
C 11.845 1.557 1.034
C 12.795 1.950 2.135
O 12.698 3.082 2.571
C 13.752 0.969 2.609
C 13.779 -0.247 2.046
C 12.844 -0.632 0.928
O 12.954 -1.754 0.471
O 14.617 -1.204 2.414
O 10.993 2.515 0.683
H 11.197 0.054 -0.328
H 14.419 1.256 3.409
H 14.423 -1.972 1.842
H 11.207 3.281 1.252
C 0.101 -7.697 -1.743
C -0.100 -6.562 -1.062
C 0.785 -6.148 0.086
O 0.526 -5.089 0.630
C 1.872 -7.022 0.474
C 2.075 -8.161 -0.205
C 1.204 -8.564 -1.369
O 1.475 -9.607 -1.932
O 3.042 -9.017 0.079
O -1.080 -5.708 -1.330
H -0.526 -8.001 -2.569
H 2.492 -6.723 1.307
H 2.962 -9.746 -0.567
H -0.983 -4.979 -0.686
C 2.459 -0.513 -9.709
C 2.195 -1.474 -10.606
C 3.189 -2.562 -10.931
O 2.846 -3.397 -11.747
C 4.474 -2.550 -10.261
C 4.739 -1.588 -9.365
C 3.739 -0.512 -9.029
O 4.074 0.308 -8.194
O 5.880 -1.503 -8.700
O 1.058 -1.555 -11.278
H 1.755 0.271 -9.470
H 5.182 -3.327 -10.508
H 5.800 -0.732 -8.104
H 1.139 -2.343 -11.852
*
```